ORCA calculation (ωB97M-V with the def2-TZVPD basis set) on a molecular structure, C71H162N9O22.

Results
**Spin multiplicity**: 1
**Charge**: +3
**Gap between HOMO and LUMO**: 6.79 eV
**Largest force on an atom**: 9.7 eV Å⁻¹
**E_tot**: -4949.45736 a.u.
**Highest occupied orbital energy**: -11.39 eV
**LUMO**: -4.601 eV

Geometry as XYZ:
```
264
C71H162N9O22, DFT ωB97M-V with the def2-TZVPD basis set
C -4.765 -2.375 0.839
C -5.131 -2.534 2.318
C -6.658 -2.521 2.520
N -7.102 -3.085 3.930
C -8.645 -2.937 3.959
C -9.258 -3.239 5.259
C -8.557 -2.546 6.453
C -7.021 -2.756 6.442
C -6.452 -2.359 5.079
C -6.669 -4.570 3.957
H -4.865 -3.352 0.367
H -3.702 -2.170 0.713
H -5.242 -1.500 0.397
H -4.755 -1.781 3.010
H -4.724 -3.479 2.677
H -7.152 -3.046 1.702
H -7.147 -1.547 2.541
H -8.897 -1.915 3.675
H -9.102 -3.508 3.152
H -10.310 -2.953 5.268
H -9.179 -4.303 5.480
H -8.698 -1.472 6.571
H -9.074 -2.773 7.385
H -6.489 -2.167 7.189
H -6.668 -3.783 6.525
H -6.749 -1.320 4.936
H -5.369 -2.462 5.145
H -5.652 -4.648 4.342
H -6.898 -4.987 2.977
H -7.196 -5.143 4.719
C -2.856 6.507 2.992
C -4.119 5.868 3.658
C -3.857 4.353 3.848
N -5.226 3.540 3.956
C -5.944 3.424 2.626
C -5.163 2.588 1.622
C -4.888 1.210 2.234
C -4.056 1.275 3.490
C -4.861 2.118 4.513
C -6.183 4.043 5.071
H -2.971 7.588 2.909
H -2.641 6.044 2.028
H -1.957 6.386 3.596
H -5.007 6.066 3.058
H -4.336 6.347 4.612
H -3.394 4.114 4.805
H -3.281 3.932 3.024
H -6.258 4.433 2.359
H -6.808 2.824 2.913
H -4.251 3.106 1.326
H -5.744 2.487 0.705
H -4.251 0.774 1.464
H -5.754 0.548 2.216
H -3.047 1.652 3.325
H -3.867 0.288 3.913
H -4.462 2.203 5.524
H -5.803 1.576 4.597
H -6.372 5.106 4.918
H -5.577 3.964 5.973
H -7.065 3.418 5.215
C 4.532 -3.836 -0.016
C 4.935 -5.257 -0.627
C 6.385 -5.258 -1.069
N 7.001 -6.594 -1.694
C 6.513 -7.848 -0.889
C 6.916 -9.138 -1.565
C 6.389 -9.280 -2.934
C 6.861 -8.122 -3.769
C 6.510 -6.804 -3.124
C 8.567 -6.530 -1.662
H 4.786 -3.719 1.038
H 3.445 -3.791 -0.079
H 4.933 -3.052 -0.658
H 4.232 -5.450 -1.437
H 4.896 -6.023 0.148
H 6.978 -5.156 -0.161
H 6.777 -4.469 -1.710
H 5.425 -7.834 -0.959
H 6.749 -7.817 0.174
H 6.676 -9.917 -0.841
H 7.994 -9.292 -1.519
H 5.314 -9.343 -2.767
H 6.766 -10.252 -3.253
H 6.268 -8.288 -4.669
H 7.937 -8.071 -3.936
H 5.427 -6.702 -3.057
H 6.994 -5.969 -3.631
H 9.065 -7.122 -2.431
H 8.858 -6.788 -0.644
H 8.751 -5.494 -1.945
C 4.690 5.796 5.804
C 4.938 4.498 4.927
C 3.732 3.508 4.970
N 3.986 2.128 4.242
C 2.817 1.130 4.576
C 2.992 0.550 6.010
C 4.369 -0.060 6.202
C 5.549 0.907 5.892
C 5.429 1.469 4.449
C 3.855 2.394 2.685
H 3.853 6.307 5.329
H 5.578 6.427 5.775
H 4.314 5.575 6.803
H 5.823 3.955 5.259
H 5.149 4.871 3.925
H 2.861 4.022 4.564
H 3.422 3.286 5.991
H 1.898 1.710 4.485
H 2.769 0.295 3.878
H 2.814 1.344 6.735
H 2.232 -0.228 6.076
H 4.453 -0.435 7.222
H 4.488 -0.950 5.584
H 5.465 1.728 6.604
H 6.542 0.457 5.914
H 6.178 2.206 4.161
H 5.386 0.620 3.766
H 2.852 2.804 2.573
H 3.925 1.411 2.219
H 4.591 3.145 2.397
C -0.101 7.899 -4.222
C -0.634 6.796 -3.436
C -2.081 6.508 -3.899
N -2.890 5.353 -3.187
C -4.297 5.259 -3.770
C -5.170 4.285 -2.892
C -5.236 4.804 -1.520
C -3.839 4.817 -0.893
C -2.840 5.668 -1.711
C -2.081 4.005 -3.355
H -0.409 7.856 -5.266
H 0.987 7.860 -4.174
H -0.459 8.861 -3.857
H -0.526 6.838 -2.352
H -0.060 5.941 -3.793
H -2.210 6.297 -4.960
H -2.660 7.424 -3.779
H -4.744 6.247 -3.660
H -4.048 4.832 -4.741
H -6.222 4.121 -3.122
H -4.788 3.264 -2.887
H -5.696 5.791 -1.474
H -5.818 4.099 -0.926
H -3.944 5.211 0.118
H -3.540 3.776 -0.770
H -3.070 6.729 -1.610
H -1.822 5.416 -1.416
H -1.108 4.265 -2.940
H -2.071 3.634 -4.380
H -2.655 3.330 -2.720
C -2.470 -2.510 -3.884
N -3.190 -3.852 -3.689
C -3.193 -4.334 -2.233
C -4.671 -3.559 -4.134
C -2.531 -4.982 -4.603
C -1.320 -5.740 -4.143
O -0.267 -4.844 -3.766
H -1.440 -2.705 -3.584
H -3.030 -1.957 -3.130
H -2.562 -2.122 -4.898
H -3.776 -3.649 -1.617
H -2.182 -4.496 -1.859
H -3.711 -5.293 -2.260
H -4.678 -3.001 -5.071
H -5.147 -2.988 -3.337
H -5.124 -4.549 -4.181
H -2.485 -4.389 -5.516
H -3.337 -5.693 -4.786
H -1.066 -6.355 -5.007
H -1.567 -6.464 -3.366
H 0.493 -5.324 -3.428
C 4.208 -0.055 -0.982
N 5.713 0.279 -0.976
C 6.091 1.118 0.274
C 6.578 -1.011 -0.827
C 6.264 1.001 -2.315
C 5.475 2.248 -2.723
O 5.801 3.359 -1.864
H 3.619 0.837 -0.769
H 4.063 -0.854 -0.255
H 3.784 -0.424 -1.916
H 6.148 0.534 1.193
H 5.338 1.897 0.390
H 7.078 1.557 0.124
H 6.302 -1.420 0.145
H 7.598 -0.629 -0.871
H 6.335 -1.684 -1.650
H 6.213 0.169 -3.017
H 7.331 1.191 -2.194
H 4.412 2.178 -2.954
H 5.839 2.624 -3.679
H 6.573 3.834 -2.181
C 0.792 -0.509 -6.250
N 1.984 0.289 -6.870
C 3.342 -0.202 -6.250
C 2.043 -0.080 -8.317
C 1.719 1.894 -6.741
C 1.085 2.230 -5.370
O 1.948 1.840 -4.336
H 0.943 -1.583 -6.142
H -0.123 -0.433 -6.838
H 0.729 -0.151 -5.222
H 4.000 0.470 -6.801
H 3.559 -1.268 -6.317
H 3.377 0.083 -5.199
H 1.099 -0.023 -8.859
H 2.243 -1.141 -8.468
H 2.746 0.545 -8.868
H 0.944 2.232 -7.429
H 2.602 2.466 -7.024
H 0.031 1.971 -5.265
H 0.921 3.306 -5.430
H 1.835 2.436 -3.592
C 0.852 0.324 0.978
N -0.437 0.237 0.116
C -1.618 0.508 1.132
C -0.463 1.407 -0.925
C -0.638 -1.196 -0.506
C 0.565 -1.667 -1.267
O 0.546 -1.115 -2.624
H 0.745 1.306 1.439
H 1.728 0.448 0.342
H 0.870 -0.400 1.793
H -1.648 1.568 1.382
H -1.725 0.012 2.097
H -2.459 0.226 0.498
H -1.132 1.258 -1.773
H 0.539 1.438 -1.351
H -0.678 2.343 -0.409
H -1.603 -1.249 -1.010
H -0.797 -1.759 0.413
H 0.439 -2.746 -1.353
H 1.545 -1.598 -0.795
H 1.254 -1.582 -3.074
O 4.575 -4.050 -3.619
C 4.173 -2.778 -3.690
O 2.988 -2.519 -3.656
O 5.095 -1.995 -3.900
H 3.652 -4.158 -3.378
O 0.213 -2.246 4.150
C -0.591 -2.750 3.247
O -0.021 -3.414 2.345
O -1.849 -2.566 3.393
H 1.114 -2.326 3.829
O 1.993 3.401 0.186
C 1.609 4.154 -0.827
O 1.777 3.855 -2.048
O 1.082 5.240 -0.428
H 1.630 4.053 0.790
O -6.092 1.205 -1.319
C -5.131 0.401 -1.516
O -4.104 0.987 -1.187
O -5.289 -0.691 -2.177
H -5.301 1.625 -0.973
O -0.981 4.079 1.555
C -0.258 3.889 2.668
O 0.865 4.456 2.678
O -0.703 3.060 3.512
H -0.280 4.670 1.271
O 2.409 -2.259 1.436
C 3.305 -2.048 2.392
O 4.402 -1.544 2.038
O 3.062 -2.429 3.554
H 1.771 -2.767 1.942
```